1.
79
Properties=species:S:1:pos:R:3:mulliken_charge:R:1 method="wB97M-V/def2-TZVPD" e_tot_ev=-42798.095 charge=0 orbital_gap_ev=8.53 e_above_lowest_kcal_mol=27.2 smiles="NC(N)=O.NC(N)=O.CCO.CCO.CCO.CCO.CCO.CO.CO.CO" multiplicity=1
C 4.56 2.76 -0.59 -1.582
C 3.18 2.24 -0.94 0.490
O 2.31 3.33 -1.00 -0.756
H 4.57 3.29 0.35 0.294
H 4.97 3.45 -1.34 0.350
H 5.26 1.98 -0.43 0.429
H 2.92 1.66 -0.08 -0.334
H 3.21 1.60 -1.81 0.586
H 1.52 2.95 -1.36 0.315
C -4.40 2.35 0.93 -1.128
C -3.30 1.93 -0.04 0.268
O -3.04 0.52 0.08 -0.480
H -4.05 2.35 1.97 0.178
H -5.23 1.60 0.80 0.243
H -4.95 3.33 0.73 0.358
H -2.34 2.36 0.30 -0.169
H -3.48 2.34 -1.08 0.385
H -2.16 0.45 -0.25 -0.108
C 1.56 -0.31 2.38 -0.434
C 1.38 -1.64 3.07 -0.856
O 1.55 -2.66 2.10 -0.671
H 0.66 0.06 1.84 -0.210
H 2.43 -0.22 1.72 0.416
H 1.73 0.47 3.15 0.432
H 0.39 -1.66 3.46 0.353
H 2.07 -1.75 3.91 0.550
H 1.60 -3.51 2.61 0.274
C -3.67 -1.60 -3.31 -1.181
C -3.72 -2.14 -1.85 0.656
O -4.20 -3.43 -2.10 -0.569
H -2.93 -2.00 -3.96 0.236
H -3.39 -0.55 -3.16 0.306
H -4.65 -1.82 -3.76 0.369
H -4.43 -1.55 -1.25 0.309
H -2.79 -2.22 -1.34 -0.448
H -4.24 -3.81 -1.29 0.289
C 3.83 -1.27 -2.34 -1.506
C 2.78 -1.35 -1.17 1.857
O 3.31 -1.89 0.03 -0.729
H 4.44 -2.14 -2.34 0.466
H 4.66 -0.47 -2.32 0.260
H 3.37 -1.15 -3.32 0.317
H 2.01 -2.03 -1.49 -0.092
H 2.25 -0.44 -1.00 -0.849
H 2.65 -1.95 0.73 0.187
C -0.40 1.04 -1.76 0.144
O -0.46 2.40 -1.93 -0.893
N -0.43 0.19 -2.76 0.054
N -0.19 0.51 -0.57 2.120
H -0.76 0.63 -3.64 0.303
H -0.59 -0.83 -2.61 0.016
H -0.24 1.24 0.13 -0.157
H -0.26 -0.51 -0.33 -0.507
C 1.04 2.98 2.06 0.058
O 0.15 2.42 1.16 -0.603
N 0.80 2.92 3.32 -0.279
N 2.10 3.61 1.75 -0.335
H -0.04 2.41 3.63 0.189
H 1.48 3.09 4.09 0.223
H 2.29 3.55 0.68 0.540
H 2.51 4.35 2.33 0.178
C 0.87 -2.77 -3.60 -0.926
O -0.33 -2.50 -2.85 -0.361
H 1.52 -3.42 -2.93 0.384
H 1.42 -1.89 -4.00 0.223
H 0.60 -3.53 -4.34 0.317
H -0.33 -3.32 -2.33 0.236
C -1.62 -2.34 1.13 -0.792
O -0.41 -2.07 0.43 -0.449
H -1.90 -3.31 0.67 0.200
H -2.37 -1.59 0.88 0.286
H -1.42 -2.37 2.18 0.330
H 0.30 -2.27 1.03 0.401
C -2.11 0.60 3.48 0.139
O -1.13 1.12 4.33 -0.567
H -3.13 0.75 3.92 0.417
H -1.91 -0.46 3.36 0.044
H -1.96 1.02 2.50 -0.254
H -1.27 0.90 5.28 0.252

=====

2.
83
Properties=species:S:1:pos:R:3:mulliken_charge:R:1 method="wB97M-V/def2-TZVPD" e_tot_ev=-59629.387 charge=-1 orbital_gap_ev=9.98 multiplicity=1
Cl -0.76 -0.02 -0.15 1.099
O -0.25 -1.18 0.53 -0.051
O 0.23 1.04 -0.17 -0.330
O -1.23 -0.36 -1.47 -0.509
O -1.88 0.44 0.65 -0.829
O -4.04 1.53 -0.98 -0.675
H -4.20 2.46 -0.75 0.400
H -3.33 1.27 -0.37 0.279
O -1.91 -2.41 3.05 -0.836
H -1.27 -3.12 3.31 0.399
H -1.73 -2.25 2.11 0.307
O 0.81 4.05 -0.14 -0.730
H 0.30 3.25 0.10 0.013
H 0.77 4.07 -1.12 0.359
O -3.76 -1.07 -3.38 -0.652
H -3.84 -2.02 -3.21 0.305
H -2.93 -0.83 -2.95 0.342
O 2.74 -1.25 0.78 -0.745
H 1.81 -1.34 0.51 0.241
H 2.88 -0.29 0.71 0.525
O -1.28 0.20 3.74 -0.744
H -1.37 -0.78 3.63 0.458
H -1.43 0.55 2.86 0.296
C -0.31 -5.24 0.01 -0.811
C -0.25 -4.50 -1.33 0.681
C -0.40 -5.44 -2.53 -1.525
O -1.35 -3.59 -1.35 -0.590
H -1.28 -5.74 0.12 0.300
H -0.32 -4.50 0.81 -0.028
H 0.47 -5.98 0.21 0.356
H 0.70 -3.97 -1.41 0.247
H 0.51 -6.01 -2.70 0.382
H -0.44 -4.84 -3.45 0.379
H -1.36 -5.96 -2.50 0.325
H -1.03 -2.81 -0.88 0.168
C 0.42 2.00 -3.42 -0.844
C -0.74 2.99 -3.40 0.320
C -1.99 2.56 -2.66 0.266
O -0.25 4.25 -2.87 -0.600
H 0.53 1.62 -2.40 -0.247
H 1.35 2.43 -3.78 0.388
H 0.18 1.19 -4.11 0.474
H -0.97 3.22 -4.45 0.324
H -2.41 1.64 -3.07 0.325
H -2.78 3.31 -2.74 0.438
H -1.68 2.40 -1.63 -0.902
H -0.74 4.95 -3.31 0.307
C 1.89 -5.40 3.65 -1.253
C 1.07 -4.19 4.12 0.703
C 1.35 -2.97 3.27 -0.997
O -0.32 -4.53 4.01 -0.557
H 1.81 -5.49 2.57 0.195
H 1.55 -6.31 4.15 0.385
H 2.95 -5.30 3.87 0.370
H 1.35 -3.99 5.16 0.269
H 0.95 -2.03 3.64 0.264
H 1.04 -3.13 2.24 -0.122
H 2.41 -2.70 3.37 0.468
H -0.51 -5.20 4.66 0.296
C -1.67 5.55 0.10 -1.401
C -2.29 4.16 0.27 2.767
C -2.00 3.52 1.59 -1.081
O -3.71 4.21 0.01 -0.641
H -2.05 6.04 -0.79 0.346
H -0.59 5.43 0.01 0.266
H -1.88 6.24 0.93 0.382
H -1.94 3.54 -0.57 -1.752
H -0.96 3.19 1.69 0.181
H -2.56 2.58 1.67 0.290
H -2.29 4.19 2.40 0.450
H -4.14 4.58 0.79 0.298
C 5.36 1.09 -0.31 -1.451
C 4.20 2.06 -0.18 0.712
C 3.57 2.45 -1.49 -1.101
O 3.14 1.46 0.58 -0.671
H 5.93 0.86 0.59 0.354
H 6.08 1.41 -1.08 0.378
H 4.95 0.16 -0.70 0.309
H 4.47 2.92 0.44 0.198
H 2.89 3.29 -1.44 0.264
H 3.04 1.60 -1.93 0.176
H 4.30 2.69 -2.27 0.466
H 2.40 2.08 0.58 0.186

=====

3.
87
Properties=species:S:1:pos:R:3:mulliken_charge:R:1 method="wB97M-V/def2-TZVPD" e_tot_ev=-50302.378 charge=0 orbital_gap_ev=9.74 smiles="COC[C@H](C)N.COC[C@H](C)N.COC[C@H](C)N.NC(N)=O.NC(N)=O.NC(N)=O.O.O.O.O" multiplicity=1
C -3.38 -0.90 -0.96 -1.015
C -4.08 -2.28 -0.84 0.241
C -3.80 -3.14 -2.11 -0.451
O -4.30 -2.46 -3.24 -0.322
C -3.91 -3.16 -4.46 -0.742
N -3.54 -3.01 0.31 -0.663
H -3.80 -0.19 -1.69 0.282
H -2.31 -0.95 -0.89 0.029
H -3.62 -0.29 -0.07 0.427
H -5.15 -2.14 -0.72 0.460
H -4.22 -4.22 -1.89 0.263
H -2.70 -3.22 -2.22 0.262
H -4.31 -4.16 -4.48 0.355
H -2.80 -3.26 -4.51 0.278
H -4.28 -2.62 -5.33 0.257
H -2.59 -3.28 0.10 0.225
H -4.03 -3.95 0.30 0.310
C 4.05 -1.15 2.29 -1.205
C 4.56 0.16 1.66 0.145
C 4.55 0.27 0.17 -0.274
O 5.14 -0.91 -0.36 -0.294
C 5.76 -0.75 -1.61 -1.002
N 3.75 1.28 2.14 -0.522
H 3.08 -1.46 1.94 0.174
H 3.91 -0.96 3.36 0.423
H 4.65 -2.03 1.99 0.350
H 5.61 0.24 1.90 0.193
H 5.13 1.20 0.00 0.369
H 3.53 0.47 -0.27 0.140
H 6.63 -0.15 -1.64 0.378
H 5.08 -0.25 -2.37 0.342
H 5.90 -1.75 -1.99 0.335
H 2.78 1.14 1.82 0.096
H 3.74 1.29 3.14 0.224
C -1.57 -1.44 4.70 -1.301
C -1.84 -0.45 3.55 0.304
C -0.74 0.65 3.64 -0.645
O -0.93 1.50 4.76 -0.414
C -0.17 2.68 4.53 -0.659
N -1.77 -1.00 2.17 -0.094
H -2.38 -2.13 4.89 0.372
H -1.23 -0.87 5.61 0.317
H -0.73 -2.06 4.50 0.242
H -2.72 0.20 3.78 0.308
H -0.74 1.25 2.71 0.369
H 0.17 0.09 3.81 0.262
H -0.20 3.13 3.53 0.195
H 0.85 2.30 4.55 0.270
H -0.27 3.41 5.32 0.366
H -1.76 -0.26 1.42 -0.222
H -2.53 -1.65 1.97 0.187
C 1.73 3.83 0.64 0.221
O 1.18 2.75 0.73 -0.498
N 1.28 4.86 -0.19 -0.383
N 2.90 4.07 1.32 -0.336
H 1.55 5.79 0.13 0.204
H 0.29 4.71 -0.43 0.173
H 3.53 4.87 1.16 0.210
H 3.26 3.25 1.71 0.414
C -1.73 4.31 -2.71 0.648
O -1.12 5.29 -2.19 -0.724
N -1.95 3.19 -2.05 -0.348
N -2.20 4.24 -3.97 -0.380
H -1.41 2.83 -1.21 0.190
H -2.13 2.35 -2.63 0.241
H -2.79 3.48 -4.23 0.172
H -2.31 5.16 -4.38 0.248
C 1.46 -2.24 -1.39 0.638
O 0.25 -2.44 -1.55 -0.651
N 2.12 -1.56 -2.39 -0.231
N 2.14 -2.60 -0.30 -0.276
H 1.56 -1.40 -3.19 0.212
H 3.06 -1.13 -2.36 0.107
H 3.10 -2.33 -0.34 0.088
H 1.64 -2.77 0.62 0.273
O -3.10 0.94 -4.36 -0.652
H -3.77 0.24 -4.07 0.278
H -2.27 0.61 -4.08 0.407
O -0.49 0.77 -0.34 -0.150
H 0.33 1.26 -0.23 0.173
H -0.37 0.20 -1.13 0.301
O 0.85 -2.77 2.22 -0.705
H 0.03 -2.26 1.98 0.326
H 0.60 -3.28 3.00 0.287
O -1.12 -0.61 -3.08 -0.720
H -0.54 -1.31 -2.62 0.077
H -2.01 -1.02 -3.03 0.240

=====

4.
93
Properties=species:S:1:pos:R:3:mulliken_charge:R:1 method="wB97M-V/def2-TZVPD" e_tot_ev=-58877.655 charge=0 orbital_gap_ev=7.33 e_above_lowest_kcal_mol=156.1 smiles="NC(N)=O.NC(N)=O.NC(N)=O.NC(N)=O.NC(N)=O.NC(N)=O.CCO.CCO.CCO.CO.CO.CO" multiplicity=1
C 1.33 -0.69 0.64 -0.018
C 0.08 -0.79 -0.19 -0.183
O -0.16 0.43 -0.91 0.007
H 2.18 -0.46 0.02 -0.376
H 1.57 -1.59 1.15 0.598
H 1.33 0.03 1.37 -0.650
H -0.76 -0.94 0.48 0.596
H 0.16 -1.61 -0.87 0.301
H -1.08 0.59 -0.75 -0.383
C 3.30 1.10 3.60 -0.405
C 2.61 2.37 4.21 -0.228
O 1.38 2.11 4.82 -0.659
H 2.63 0.41 3.19 -0.154
H 3.89 0.44 4.31 0.386
H 3.96 1.41 2.79 0.170
H 2.39 3.11 3.39 0.051
H 3.23 2.78 4.96 0.463
H 0.74 1.89 4.18 0.424
C -0.47 -2.89 3.08 -1.033
C 0.33 -2.05 4.06 0.286
O -0.60 -1.34 4.79 -0.563
H 0.13 -3.58 2.46 0.358
H -0.82 -2.21 2.29 0.238
H -1.20 -3.47 3.63 0.382
H 1.06 -1.37 3.50 -0.370
H 1.03 -2.68 4.64 0.337
H -1.26 -1.95 5.09 0.327
C -2.64 -4.02 1.11 0.543
O -1.96 -5.25 1.11 -0.784
N -3.52 -3.71 2.00 -0.290
N -2.51 -3.13 0.14 0.170
H -3.45 -4.14 2.87 0.311
H -4.11 -2.85 1.97 0.188
H -1.89 -3.43 -0.65 -0.102
H -3.04 -2.26 0.04 0.171
C 2.73 -0.32 -2.52 0.336
O 3.72 -1.28 -2.51 -0.776
N 1.47 -0.46 -2.95 0.346
N 2.99 0.94 -2.23 0.025
H 0.78 -0.26 -2.18 -0.290
H 1.27 -1.37 -3.36 0.353
H 3.76 1.19 -1.56 0.309
H 2.23 1.68 -2.39 0.209
C -1.33 1.29 2.37 0.004
O 0.02 1.54 2.59 -0.262
N -2.18 2.14 1.89 -0.413
N -1.88 0.18 2.76 -0.077
H -1.83 3.08 1.64 0.361
H -3.16 2.11 2.15 0.313
H -1.33 -0.53 3.27 0.074
H -2.75 -0.15 2.35 0.150
C -1.12 -3.48 -2.66 0.157
O -0.20 -2.70 -3.29 -0.754
N -0.74 -4.23 -1.67 -0.325
N -2.38 -3.48 -2.95 -0.249
H 0.19 -4.44 -1.52 0.152
H -1.37 -4.90 -1.26 0.344
H -2.73 -2.75 -3.65 0.259
H -3.09 -4.11 -2.51 0.262
C -3.48 0.44 -0.80 0.067
O -3.39 -0.66 0.07 -0.828
N -4.12 0.36 -1.87 -0.221
N -2.91 1.57 -0.57 -0.183
H -4.67 -0.48 -2.02 0.244
H -4.31 1.12 -2.53 0.282
H -2.54 1.72 0.39 0.090
H -3.00 2.46 -1.15 0.241
C 0.99 2.69 -4.11 0.038
O 1.10 3.87 -4.85 -0.783
N 1.21 1.55 -4.60 -0.192
N 0.83 2.57 -2.81 -0.080
H 0.93 1.38 -5.58 0.289
H 1.27 0.62 -4.00 0.318
H 0.52 3.45 -2.39 0.261
H 0.35 1.77 -2.42 -0.011
C 1.47 3.29 0.45 0.534
O 1.78 4.49 1.14 -0.611
H 0.52 3.14 -0.01 -0.176
H 1.69 2.51 1.18 -0.262
H 2.18 3.26 -0.38 0.101
H 1.01 4.74 1.62 0.313
C -2.04 1.40 -4.32 -0.953
O -1.63 0.60 -3.30 -0.178
H -2.07 2.47 -3.95 0.306
H -3.08 1.16 -4.65 0.318
H -1.33 1.45 -5.11 0.283
H -2.32 0.58 -2.63 0.232
C 4.56 0.73 0.18 -0.753
O 5.20 1.75 -0.57 -0.614
H 5.29 0.56 0.98 0.502
H 4.27 -0.19 -0.20 0.498
H 3.71 1.06 0.71 -0.005
H 5.05 2.62 -0.23 0.313

=====

5.
95
Properties=species:S:1:pos:R:3:mulliken_charge:R:1 method="wB97M-V/def2-TZVPD" e_tot_ev=-61859.507 charge=0 orbital_gap_ev=7.18 e_above_lowest_kcal_mol=44.7 smiles="NC(N)=O.NC(N)=O.NC(N)=O.NC(N)=O.NC(N)=O.NC(N)=O.NC(N)=O.CCO.CCO.CCO.CO.CO" multiplicity=1
C -4.34 1.38 0.82 -1.414
C -3.83 1.36 -0.60 1.355
O -4.78 1.84 -1.45 -0.641
H -5.21 0.77 0.80 0.414
H -4.64 2.36 1.16 0.405
H -3.64 1.00 1.59 0.168
H -3.52 0.36 -0.85 -0.034
H -2.97 1.97 -0.60 -0.453
H -4.35 1.96 -2.33 0.330
C 2.84 -2.39 3.29 -1.215
C 2.87 -3.08 1.94 0.304
O 3.30 -2.14 1.01 -0.606
H 2.06 -1.68 3.52 0.107
H 3.82 -1.93 3.40 0.341
H 2.69 -3.18 3.98 0.495
H 1.88 -3.45 1.66 -0.254
H 3.50 -3.97 1.95 0.513
H 2.73 -1.38 1.11 -0.019
C -0.23 0.40 4.37 -0.269
C -0.66 1.72 3.93 -0.835
O -1.91 1.55 3.22 -0.548
H 0.62 0.48 5.08 0.334
H 0.09 -0.17 3.51 -0.603
H -1.06 -0.11 4.79 0.573
H 0.02 2.08 3.16 0.250
H -0.67 2.52 4.68 0.543
H -2.21 2.46 3.06 0.305
C 1.50 1.58 -5.07 0.564
O 0.66 2.52 -5.55 -0.732
N 2.66 1.33 -5.61 -0.321
N 1.13 0.75 -4.18 -0.243
H 3.02 1.97 -6.34 0.273
H 3.31 0.66 -5.19 0.135
H 0.17 0.72 -3.94 0.032
H 1.67 -0.11 -3.77 0.256
C -2.04 -0.09 -2.90 -0.135
O -1.38 1.04 -3.26 -0.999
N -1.48 -0.87 -2.05 0.066
N -3.16 -0.53 -3.36 -0.141
H -0.70 -0.40 -1.56 0.123
H -2.01 -1.57 -1.52 0.586
H -3.78 0.04 -3.95 0.380
H -3.56 -1.42 -3.08 0.196
C -1.97 -2.33 3.57 0.389
O -2.75 -2.45 4.71 -0.776
N -2.59 -2.05 2.43 -0.170
N -0.69 -2.56 3.54 -0.185
H -3.50 -1.56 2.62 0.164
H -2.24 -2.21 1.43 0.192
H -0.23 -2.52 4.44 0.268
H -0.02 -2.31 2.82 -0.137
C 2.94 -1.44 -2.25 0.426
O 4.16 -0.92 -1.85 -0.729
N 2.51 -1.41 -3.50 -0.372
N 2.15 -2.16 -1.46 -0.366
H 3.42 -1.18 -4.01 0.392
H 1.88 -2.11 -3.99 0.222
H 2.54 -2.33 -0.49 0.250
H 1.25 -2.58 -1.74 -0.168
C -0.50 -3.66 -0.86 0.397
O -1.49 -3.07 -0.09 -0.839
N -0.27 -3.22 -2.08 -0.618
N 0.18 -4.67 -0.47 -0.257
H -0.72 -2.26 -2.33 0.584
H 0.31 -3.77 -2.74 0.284
H 0.08 -4.86 0.57 0.307
H 0.74 -5.24 -1.05 0.196
C 0.94 2.91 -1.29 -0.094
O 1.46 3.68 -0.24 -0.818
N 1.65 2.13 -2.00 -0.017
N -0.30 2.74 -1.48 -0.123
H 2.66 2.31 -1.87 0.291
H 1.34 1.68 -2.92 0.331
H -1.03 3.38 -1.16 0.220
H -0.64 2.19 -2.29 0.137
C 0.23 -0.16 0.56 0.061
O 0.34 -1.28 1.35 0.592
N -0.38 0.89 0.89 1.848
N 0.70 -0.19 -0.67 1.065
H -0.85 0.92 1.82 -0.441
H -0.55 1.65 0.20 -1.008
H 1.26 -1.00 -1.01 -0.635
H 0.88 0.73 -1.14 -0.416
C -1.71 4.03 1.15 -0.538
O -1.86 4.37 2.50 -0.553
H -0.77 3.47 1.00 0.094
H -1.71 4.80 0.40 0.526
H -2.62 3.43 0.93 0.220
H -2.54 5.06 2.69 0.314
C 3.47 1.32 2.04 -0.581
O 3.08 1.41 0.74 -0.377
H 3.84 2.32 2.38 0.363
H 4.26 0.57 2.15 0.197
H 2.63 0.99 2.65 0.042
H 2.55 2.19 0.55 0.264